C18H30N5O3PSbSe4W | the ωB97M-V functional and the def2-TZVPD basis

The geometry in XYZ format:
```
63
Properties=species:S:1:pos:R:3:mulliken_spin:R:1
W -0.883 -2.043 3.845 1.482
O -5.893 -4.689 -0.641 0.000
C -6.213 -4.350 0.668 0.000
C -5.020 -3.767 1.324 0.012
C -5.091 -3.529 2.749 -0.008
C -3.978 -3.262 3.493 0.015
N -2.808 -3.037 2.890 -0.021
C -2.679 -3.187 1.536 0.007
C -3.807 -3.463 0.753 -0.001
C -1.303 -2.992 1.016 0.010
C -0.849 -3.621 -0.148 -0.023
C 0.429 -3.439 -0.629 0.039
C 0.769 -3.769 -2.062 -0.003
O 1.843 -2.861 -2.416 0.000
C 1.360 -2.712 0.197 -0.021
C 0.928 -2.118 1.344 0.039
N -0.375 -2.272 1.779 -0.005
H -6.555 -5.249 -1.012 0.000
H -6.678 -5.200 1.208 0.001
H -7.002 -3.570 0.731 0.001
H -6.099 -3.576 3.233 0.000
H -4.011 -3.184 4.611 0.000
H -3.781 -3.391 -0.354 0.001
H -1.611 -4.133 -0.709 -0.001
H -0.198 -3.683 -2.613 0.001
H 1.144 -4.746 -2.145 0.003
H 1.676 -2.539 -3.322 0.000
H 2.424 -2.602 0.006 0.001
H 1.636 -1.517 1.926 0.007
C 3.695 5.390 -1.477 0.000
N 3.105 4.595 -2.498 0.000
C 3.562 4.864 -3.870 0.000
P 2.244 3.253 -2.208 0.000
O 2.482 2.393 -3.417 0.000
N 2.857 2.693 -0.772 0.000
C 2.157 2.208 0.444 0.001
C 4.251 2.144 -0.881 0.000
N 0.749 3.731 -1.821 0.000
C -0.444 3.198 -2.558 0.000
C 0.335 4.636 -0.739 0.000
H 2.992 5.737 -0.688 0.000
H 4.077 6.343 -1.976 0.000
H 4.529 4.901 -0.927 0.000
H 3.241 5.833 -4.239 0.000
H 3.203 4.101 -4.543 0.000
H 4.627 4.803 -3.943 0.000
H 1.075 2.413 0.378 0.000
H 2.647 2.643 1.279 0.000
H 2.339 1.107 0.523 0.000
H 4.856 2.203 0.026 0.000
H 4.780 2.681 -1.698 0.000
H 4.235 1.139 -1.220 0.000
H -0.944 3.976 -3.136 0.000
H -1.048 2.669 -1.817 0.000
H -0.124 2.490 -3.298 0.000
H 1.185 4.977 -0.116 0.000
H -0.465 4.208 -0.159 0.000
H -0.029 5.559 -1.192 0.000
Se -1.078 -4.138 5.309 -0.014
Sb -1.658 -1.818 6.659 0.122
Se -2.166 -0.202 4.325 -0.059
Se 0.942 -1.224 5.060 -0.368
Se 0.417 -1.007 7.934 0.784
```

Summary:
Total charge: +1
Spin multiplicity: 3
E_LUMO (spin up / spin down): -4.69 / -4.98 eV

=====

C18H30N5OReS | the ωB97M-V functional and the def2-TZVPD basis

The geometry in XYZ format:
```
56
Properties=species:S:1:pos:R:3:mulliken_spin:R:1
Re 0.973 -0.341 -0.175 1.072
C 0.170 -2.822 3.200 0.003
C -0.236 -1.548 2.478 0.001
C -0.238 -0.335 3.394 0.002
O 0.653 -1.329 1.407 0.048
H -0.502 -3.027 4.034 0.000
H 1.182 -2.716 3.595 -0.001
H 0.149 -3.672 2.518 0.000
H -1.240 -1.681 2.049 -0.005
H 0.720 -0.240 3.906 0.000
H -1.022 -0.425 4.148 0.001
H -0.411 0.577 2.817 -0.002
C 6.427 0.821 0.064 0.000
N 5.184 0.106 0.315 0.010
C 5.064 -1.144 0.873 -0.007
C 3.736 -1.433 0.895 0.018
N 3.051 -0.371 0.357 -0.035
C 3.954 0.535 0.013 0.031
H 7.238 0.281 0.543 0.000
H 6.371 1.821 0.486 0.000
H 6.619 0.878 -1.006 0.000
H 5.922 -1.704 1.197 -0.001
H 3.221 -2.300 1.267 -0.001
H 3.740 1.484 -0.448 0.000
N 1.056 0.877 -1.388 -0.106
C 0.736 1.870 -2.288 -0.004
C 0.443 1.517 -3.608 -0.018
C 0.083 2.506 -4.508 0.008
C 0.023 3.833 -4.104 -0.017
C 0.322 4.181 -2.794 0.009
C 0.677 3.205 -1.878 -0.016
H 0.501 0.479 -3.904 0.000
H -0.147 2.241 -5.531 0.000
H -0.252 4.601 -4.815 -0.001
H 0.279 5.217 -2.485 0.000
H 0.907 3.459 -0.851 0.001
C -4.843 -1.452 -0.478 0.001
N -3.436 -1.837 -0.369 0.004
C -3.170 -3.215 -0.770 -0.001
C -2.460 -0.913 -0.318 0.014
S -1.006 -1.270 -1.175 -0.030
N -2.676 0.203 0.396 0.003
C -3.574 0.219 1.547 0.001
C -2.079 1.489 0.058 -0.016
H -5.238 -1.865 -1.407 0.000
H -4.942 -0.373 -0.517 0.000
H -5.429 -1.844 0.355 0.000
H -3.976 -3.835 -0.382 0.000
H -2.225 -3.552 -0.354 0.001
H -3.137 -3.313 -1.857 0.000
H -3.823 -0.796 1.840 0.000
H -4.493 0.774 1.348 -0.001
H -3.052 0.704 2.373 0.000
H -1.098 1.363 -0.385 0.029
H -1.977 2.078 0.967 0.000
H -2.717 2.032 -0.645 0.001
```

Summary:
Total charge: +1
Spin multiplicity: 2
E_LUMO (spin up / spin down): -2.59 / -2.81 eV
Energy above the lowest of the compared OMol25 structures with the same formula, charge and spin: 0.5 kcal/mol

=====

C18H30NO5P2PrS | the ωB97M-V functional and the def2-TZVPD basis

The geometry in XYZ format:
```
58
Properties=species:S:1:pos:R:3:mulliken_spin:R:1
Pr -1.166 0.706 -0.376 2.028
P 1.544 -2.390 -1.349 0.000
C 0.690 -1.792 -2.855 0.000
C 0.429 -0.372 -3.336 0.000
N -0.010 0.601 -2.486 -0.005
C -0.248 1.846 -2.998 -0.003
C -0.314 2.091 -4.358 -0.001
C 0.038 1.077 -5.234 0.000
C 0.435 -0.143 -4.703 0.000
C -0.499 3.000 -2.010 0.004
P 0.561 2.965 -0.492 -0.005
H 0.719 -0.961 -5.361 0.000
H -0.649 3.082 -4.688 0.000
H 0.004 1.234 -6.309 0.000
H -0.259 3.969 -2.476 0.000
H -1.589 3.047 -1.754 -0.001
H 1.239 -2.257 -3.640 0.000
H -0.283 -2.327 -2.852 0.000
H 6.007 0.658 -2.058 0.000
O 5.187 0.780 -2.511 0.000
H 5.440 0.873 -3.447 0.000
H 2.903 -2.088 -1.178 -0.001
O 1.504 -1.003 -0.381 -0.002
H 1.588 -1.215 0.581 0.000
C 2.198 3.148 -1.259 -0.001
H 2.165 3.879 -2.080 0.000
H 2.908 3.488 -0.493 0.000
H 2.553 2.185 -1.651 0.000
C 0.216 4.602 0.224 -0.001
H 0.873 4.732 1.094 0.000
H 0.401 5.410 -0.497 0.000
H -0.825 4.653 0.571 0.000
C 0.515 -3.491 -0.351 0.000
H 0.340 -4.432 -0.896 0.000
H 1.023 -3.721 0.598 0.000
H -0.446 -3.011 -0.111 0.000
C 2.477 -3.862 -2.176 0.000
H 3.059 -4.388 -1.410 0.000
H 1.750 -4.543 -2.638 0.000
H 3.165 -3.482 -2.939 0.000
C -4.432 -0.587 6.741 0.000
C -3.450 -0.670 5.606 0.000
C -2.068 -0.608 5.831 0.000
C -1.173 -0.694 4.764 0.000
C -1.670 -0.867 3.469 0.000
C -3.040 -0.862 3.220 0.000
C -3.919 -0.781 4.293 0.000
S -0.553 -0.796 2.110 0.000
O -0.387 0.688 1.846 -0.007
O 0.694 -1.511 2.303 0.000
O -1.361 -1.287 0.913 -0.004
H -4.281 -1.394 7.468 0.000
H -4.356 0.364 7.286 0.000
H -5.451 -0.674 6.351 0.000
H -1.685 -0.489 6.846 0.000
H -0.097 -0.646 4.927 0.000
H -3.420 -0.934 2.203 0.000
H -4.995 -0.801 4.113 0.000
```

Summary:
Total charge: +2
Spin multiplicity: 3
E_LUMO (spin up / spin down): -7.32 / -7.05 eV

=====

C18H31BeCaCl5FN4O14V | the ωB97M-V functional and the def2-TZVPD basis

The geometry in XYZ format:
```
76
Properties=species:S:1:pos:R:3:lowdin_charge:R:1
N 3.943 -1.797 3.473 -0.018
C 2.863 -0.824 3.214 -0.378
C 3.237 0.045 2.010 -0.124
N 2.344 1.185 1.815 0.170
C 1.167 0.945 1.412 -0.313
N 0.120 1.872 1.185 0.100
C -0.934 1.138 0.427 -0.090
C -0.239 -0.183 0.000 -0.281
C -1.039 -1.460 -0.205 -0.158
C -1.589 -2.051 1.083 -0.619
O -1.198 -3.115 1.453 -0.009
O -2.476 -1.426 1.871 0.065
N 0.721 -0.345 1.089 0.079
H 3.852 -2.534 2.771 0.037
H 3.695 -2.250 4.356 0.005
H 2.669 -0.252 4.126 0.115
H 1.933 -1.423 3.004 -0.127
H 3.111 -0.600 1.132 0.131
H 4.293 0.304 2.048 0.130
H 2.569 2.155 2.004 0.169
H -0.272 1.946 2.127 0.145
H -1.905 1.123 0.925 0.122
H -1.157 1.690 -0.494 0.123
H 0.281 0.006 -0.942 0.130
H -0.342 -2.199 -0.609 0.133
H -1.871 -1.372 -0.978 -0.069
H -2.668 -0.535 1.562 0.093
H 0.298 -0.599 1.996 0.091
C -1.908 -1.088 -4.683 -1.976
Cl -0.686 -1.890 -5.680 0.588
Cl -1.141 0.165 -3.658 0.468
Cl -3.033 -0.328 -5.781 0.595
Cl -2.722 -2.272 -3.637 0.409
O 4.106 -1.481 -8.246 -0.086
C 3.015 -2.274 -8.396 -0.244
C 1.900 -1.883 -7.417 -0.532
O 0.877 -2.638 -7.672 -0.184
H 3.198 -3.347 -8.322 0.169
H 2.400 -2.213 -9.327 0.105
H 1.742 -0.732 -7.595 0.132
H 2.334 -1.891 -6.402 0.157
C -6.054 1.497 6.758 -0.039
O -5.177 0.373 6.640 0.006
C -5.229 -0.237 5.457 -0.633
O -5.924 0.078 4.533 0.133
O -4.372 -1.253 5.481 0.001
C -4.317 -2.010 4.265 -0.029
H -5.926 1.908 7.756 0.098
H -5.796 2.264 6.029 0.102
H -7.085 1.190 6.639 0.065
H -3.995 -1.386 3.438 0.068
H -5.284 -2.462 4.048 0.105
H -3.588 -2.803 4.404 0.091
O 8.093 -2.529 -5.821 -0.487
V 6.807 -2.439 -6.849 1.001
O 5.392 -2.342 -7.945 -0.346
F -2.289 -0.756 -8.160 -0.634
Ca 1.088 -2.954 3.652 0.857
C -9.739 2.387 6.850 -0.898
O -9.458 3.506 6.437 0.214
O -10.844 1.810 6.686 0.270
O -8.965 1.639 7.506 0.231
Be 1.362 -1.088 -9.057 0.758
Cl -3.659 -2.057 -1.249 -0.227
O 5.447 2.829 1.372 0.132
C 4.883 3.025 0.341 -0.486
O 3.527 3.037 0.237 -0.025
C 3.145 3.188 -1.149 -0.142
C 4.351 3.821 -1.823 -0.145
C 5.514 3.246 -1.016 -0.064
H 2.912 2.200 -1.555 0.128
H 2.259 3.813 -1.216 0.130
H 4.406 3.610 -2.889 0.120
H 4.319 4.904 -1.698 0.123
H 5.848 2.285 -1.410 0.136
H 6.346 3.939 -0.948 0.131
```

Summary:
E_LUMO: -4.55 eV